# 1
# C23H37FeN2S2Si2

C23H37FeN2S2Si2 as an isolated structure (ωB97M-V/def2-TZVPD, the OMol25 dataset).

Geometry (Å):
Fe -0.3420 0.2271 -0.1668
C -3.2706 2.6019 0.8416
N -2.3709 2.1046 -0.2081
C -1.5597 3.1507 -0.8069
C -0.4235 3.4889 0.1474
N 0.2853 2.3027 0.7233
C -0.0924 2.1247 2.1422
C 1.7120 2.3676 0.4933
C 2.5868 2.9140 1.4240
C 3.9429 3.0029 1.1427
C 4.4166 2.5457 -0.0802
C 3.5400 2.0003 -1.0093
C 2.1711 1.9016 -0.7398
S 1.0605 1.1951 -1.9155
C -3.1045 1.2706 -1.1115
C -3.7437 1.7623 -2.2446
C -4.5133 0.9203 -3.0343
C -4.6577 -0.4141 -2.6748
C -4.0087 -0.9101 -1.5521
C -3.2139 -0.0819 -0.7611
S -2.3375 -0.7207 0.6515
H -4.0798 3.2040 0.4132
H -2.7223 3.2172 1.5563
H -3.7034 1.7568 1.3784
H -2.1205 4.0713 -1.0268
H -1.1437 2.7702 -1.7332
H -0.8081 4.0751 0.9850
H 0.2950 4.1123 -0.3795
H 0.0502 3.0368 2.7303
H 0.5002 1.3362 2.5825
H -1.1427 1.8431 2.1960
H 2.2150 3.2756 2.3765
H 4.6189 3.4358 1.8703
H 5.4766 2.5953 -0.3047
H 3.9039 1.6371 -1.9643
H -3.6456 2.8101 -2.5063
H -5.0092 1.3085 -3.9166
H -5.2720 -1.0729 -3.2771
H -4.0967 -1.9568 -1.2818
C 1.8593 -3.4102 -2.0391
Si 0.3611 -2.7293 -1.1636
C -0.6810 -4.1138 -0.4909
C -0.7000 -1.8507 -2.4366
C 0.9704 -1.5947 0.1949
Si 1.6851 -2.2247 1.7902
C 3.4912 -2.5968 1.5074
C 0.8726 -3.7733 2.4209
C 1.5995 -0.9244 3.1230
H 1.5544 -4.1201 -2.8176
H 2.5283 -3.9315 -1.3417
H 2.4275 -2.5996 -2.5124
H -1.1929 -4.6168 -1.3192
H -1.4413 -3.7230 0.1969
H -0.0879 -4.8644 0.0440
H -0.6748 -2.3981 -3.3874
H -0.3623 -0.8369 -2.6644
H -1.7444 -1.8059 -2.1080
H 1.6280 -0.7963 -0.1976
H 3.6184 -3.4445 0.8225
H 3.9762 -2.8524 2.4570
H 4.0141 -1.7346 1.0745
H 1.0590 -4.6192 1.7514
H -0.2130 -3.6602 2.5302
H 1.2922 -4.0222 3.4016
H 2.1656 -0.0351 2.8187
H 2.0407 -1.2953 4.0564
H 0.5613 -0.6363 3.3299

Results
- Gap between HOMO and LUMO (alpha / beta): 0.30161 / 0.23769 Eh
- HOMO level (alpha / beta): -7.6 / -7.7 eV
- Energy relative to the best compared isomer or geometry (same formula, charge and spin): 0.735 eV
- E_LUMO (alpha / beta): 0.022 / -0.045 Ha
- Spin multiplicity: 6
- Energy: -3647.22513 hartree
- Max |F|: 0.90 eV Å⁻¹
- Charge: 0

***

# 2
# C23H37InNO21

C23H37InNO21 as an isolated structure in a non-equilibrium geometry (ωB97M-V/def2-TZVPD, the OMol25 dataset).

Geometry (Å):
C -1.8911 -2.8824 4.1772
In -3.2614 -1.0449 4.4607
C -5.3375 -1.7689 3.7542
N -6.0946 -2.4137 4.8958
H -1.8360 -3.0320 2.9976
H -0.8441 -2.7287 4.6785
H -2.4569 -3.8459 4.5955
H -3.2664 -0.4617 6.1649
H -2.7933 0.3154 3.3851
H -5.1806 -2.6271 2.9399
H -5.8806 -0.8656 3.2451
H -5.4855 -3.2220 5.2260
H -6.9109 -2.9166 4.4332
C -4.6728 -0.8887 -0.4379
C -3.6378 -1.5565 -1.2840
O -3.0710 -2.5138 -0.4098
C -4.0057 -2.7778 0.5496
O -3.9186 -3.6792 1.3666
O -5.0505 -1.9023 0.4746
H -5.5340 -0.5521 -1.0216
H -4.2696 -0.0396 0.1239
H -4.0727 -2.0765 -2.1441
H -2.8762 -0.8569 -1.6395
C -3.0547 1.6361 8.6144
C -2.5777 2.4121 7.4299
O -2.3412 3.7025 7.9601
C -2.1248 3.5480 9.2991
O -1.7240 4.4314 10.0385
O -2.4144 2.2763 9.7021
H -2.7703 0.5815 8.5634
H -4.1389 1.7062 8.7514
H -1.6398 2.0196 7.0230
H -3.3229 2.4517 6.6307
C 0.0347 -1.6757 -3.1925
C 0.9997 -0.5564 -3.4138
O 0.4124 0.1750 -4.4731
C -0.9246 -0.1001 -4.4520
O -1.7596 0.4891 -5.1178
O -1.2050 -1.1194 -3.5883
H 0.0002 -1.9953 -2.1474
H 0.2498 -2.5443 -3.8236
H 1.0894 0.0972 -2.5397
H 1.9944 -0.9138 -3.6939
C 4.0272 1.4743 -5.6911
C 5.0622 0.8065 -6.5371
O 5.6290 -0.1509 -5.6629
C 4.6943 -0.4148 -4.7036
O 4.7814 -1.3162 -3.8866
O 3.6495 0.4606 -4.7785
H 3.1660 1.8109 -6.2748
H 4.4304 2.3234 -5.1293
H 4.6273 0.2865 -7.3972
H 5.8238 1.5061 -6.8926
C 9.3347 1.3852 -5.7305
C 10.2997 2.5045 -5.9517
O 9.7124 3.2360 -7.0110
C 8.3754 2.9608 -6.9899
O 7.5404 3.5500 -7.6557
O 8.0950 1.9416 -6.1262
H 9.3002 1.0656 -4.6854
H 9.5498 0.5166 -6.3616
H 10.3894 3.1582 -5.0776
H 11.2944 2.1471 -6.2318
C 0.4786 -5.1686 8.3231
C 0.0636 -4.8469 6.9241
O -0.7296 -3.6855 7.0789
C -0.3419 -3.0926 8.2459
O -0.6973 -1.9828 8.6059
O 0.4958 -3.9031 8.9565
H 1.4654 -5.6376 8.3674
H -0.2444 -5.8111 8.8366
H 0.9163 -4.6096 6.2792
H -0.5150 -5.6536 6.4658
C -1.9405 3.4106 -5.9561
C -2.9236 4.4018 -6.4892
O -3.1292 5.2764 -5.3961
C -2.0239 5.1836 -4.6002
O -1.7879 5.9243 -3.6603
O -1.2174 4.1551 -4.9939
H -1.2723 3.0280 -6.7324
H -2.4269 2.5660 -5.4570
H -2.5234 4.9761 -7.3314
H -3.8636 3.9332 -6.7932

Results
- Gap between HOMO and LUMO: 0.19219 Eh
- HOMO level: -4.0 eV
- Energy relative to the best compared isomer or geometry (same formula, charge and spin): 2.044 eV
- E_LUMO: 0.046 Ha
- Spin multiplicity: 1
- Energy: -2723.49616 hartree
- Max |F|: 2.96 eV Å⁻¹
- Charge: -1

***

Among the records above, which one has the highest max |F|?
C23H37InNO21